DFT (ωB97M-V/def2-TZVPD) results for a single C3H3NO molecule in a non-equilibrium geometry.

Geometry as XYZ:
```
8
Properties=species:S:1:pos:R:3:lowdin_charge:R:1
N 2.40 0.07 -0.12 0.167
C 1.30 0.07 -0.45 -0.207
C 0.03 -0.51 0.01 -0.154
C -0.97 0.59 0.06 -0.290
O -2.08 0.48 -0.38 0.077
H -0.25 -1.32 -0.65 0.122
H 0.16 -0.94 1.04 0.149
H -0.59 1.55 0.49 0.136
```

Output
- 2S+1: 1
- Energy: -246.0546 Eh
- SMILES: N#CCC=O
- E_LUMO: 0.1 eV
- HOMO level: -10.67 eV



DFT (ωB97M-V/def2-TZVPD) results for a gas-phase ion, C3H3NO2 (charge -2) in a non-equilibrium geometry.

Geometry as XYZ:
```
9
Properties=species:S:1:pos:R:3:lowdin_charge:R:1
O 1.10 1.69 -2.49 -0.273
N -0.14 1.53 -2.15 -0.524
O -1.07 1.97 -2.95 -0.285
C -0.41 0.99 -1.00 -0.299
C -1.17 0.30 0.34 -0.295
C 0.29 0.24 0.08 -0.444
H -1.60 -0.74 -0.30 -0.012
H 0.94 0.99 0.74 0.070
H 0.77 -0.82 0.06 0.062
```

Output
- 2S+1: 1
- Energy: -320.9872 Eh
- Net charge: -2
- SMILES: [O-]N([O-])C1=CC1
- E_LUMO: 7.8 eV
- HOMO level: 2.30 eV



DFT (ωB97M-V/def2-TZVPD) results for a single C3H3NO2 molecule in a non-equilibrium geometry.

Geometry as XYZ:
```
9
Properties=species:S:1:pos:R:3:lowdin_charge:R:1
N 2.31 -0.57 0.34 0.173
C 1.25 -0.20 -0.16 -0.073
C 0.03 0.23 -0.40 -0.329
O -0.21 1.51 -0.79 0.055
C -1.11 -0.59 0.00 -0.209
O -2.23 -0.12 -0.06 0.046
H 2.03 -0.28 1.29 0.098
H -1.17 1.61 -0.64 0.104
H -0.90 -1.59 0.42 0.136
```

Output
- 2S+1: 1
- Energy: -321.2727 Eh
- SMILES: N=C=C(O)C=O
- E_LUMO: 0.1 eV
- HOMO level: -9.24 eV



The calculation returns the following relative energy (zero: lowest compared OMol25 entry of this formula, charge and spin) values, one per record and in order: 1.0040 2.4412 2.8560 eV.
The calculation returns the following HOMO-LUMO gap values, one per record and in order: 10.7966 5.5452 9.3273 eV.